Entry 1:
# CF2O3

CF2O3 in the gas phase at a distorted geometry (ωB97M-V/def2-TZVPD, the OMol25 dataset).

- Strongest force on any atom: 0.095 Eh/bohr
- Relative energy (zero: lowest compared OMol25 entry of this formula, charge and spin): 3.381 eV
- 2S+1: 1
- E_HOMO (spin up / spin down): -12.24 / -10.52 eV
- E_LUMO (spin up / spin down): -1.8 / -2.9 eV
- Energy: -12605.0957 eV

Element x y z (Å)
O1 0.115 -0.240 1.154
C1 0.162 0.159 -0.075
O2 1.047 -0.584 1.985
F1 1.259 0.168 -0.760
F2 -1.707 -0.116 -1.661
O3 -0.874 0.613 -0.642

natural (NBO) population analysis, charges in e, atoms 1 to 4: O -0.129; C 0.948; O -0.131; F -0.264

---

Entry 2:
# CF2O3S

A 2-piece molecular cluster, CF2O3S overall at a distorted geometry (ωB97M-V/def2-TZVPD, the OMol25 dataset).

- Strongest force on any atom: 0.074 Eh/bohr
- Relative energy (zero: lowest compared OMol25 entry of this formula, charge and spin): 0.046 eV
- 2S+1: 1
- E_HOMO: -12.31 eV
- E_LUMO: 0.1 eV
- Energy: -23449.9455 eV

Element x y z (Å)
S1 1.240 0.371 -0.268
F1 0.647 -1.143 0.147
F2 2.750 -0.134 0.172
C1 -1.916 0.170 0.551
O1 1.018 0.401 -1.643
O2 -2.621 -0.259 -0.245
O3 -1.118 0.594 1.286

natural (NBO) population analysis, charges in e, atoms 1 to 4: S 1.865; F -0.520; F -0.504; C 1.028

---

Entry 3:
# CF3IOS

CF3IOS in the gas phase at a distorted geometry (ωB97M-V/def2-TZVPD, the OMol25 dataset).

- Strongest force on any atom: 0.053 Eh/bohr
- Relative energy (zero: lowest compared OMol25 entry of this formula, charge and spin): 0.324 eV
- 2S+1: 1
- E_HOMO: -10.09 eV
- E_LUMO: -1.7 eV
- Energy: -30171.7135 eV

Element x y z (Å)
F1 1.825 0.026 0.142
F2 0.699 1.486 -0.898
I1 -2.657 -0.027 0.322
C1 0.623 0.558 0.017
S1 -0.473 -0.919 -0.708
F3 0.244 1.073 1.227
O1 -0.260 -2.197 -0.101

natural (NBO) population analysis, charges in e, atoms 1 to 4: F -0.314; F -0.299; I -0.099; C 0.798

---

Entry 4:
# CF3LuNNaO4S3

CF3LuNNaO4S3 as an isolated structure at a distorted geometry (ωB97M-V/def2-TZVPD, the OMol25 dataset).

- Strongest force on any atom: 0.111 Eh/bohr
- Relative energy (zero: lowest compared OMol25 entry of this formula, charge and spin): 0.000 eV
- 2S+1: 1
- E_HOMO: -7.94 eV
- E_LUMO: -1.6 eV
- Energy: -89410.7587 eV

Element x y z (Å)
F1 5.232 3.646 3.833
F2 7.180 3.517 2.889
F3 5.429 3.976 1.680
O1 6.350 0.637 1.396
O2 4.103 1.499 2.193
O3 3.499 -0.802 5.391
S1 4.029 -2.398 5.220
O4 3.968 -1.678 2.334
S2 5.607 1.450 2.500
Na1 5.162 0.740 5.885
N1 6.027 0.870 3.787
S3 5.368 -2.194 3.002
C1 5.882 3.287 2.717
Lu1 3.406 -0.187 3.428

natural (NBO) population analysis, charges in e, atoms 1 to 4: F -0.330; F -0.310; F -0.311; O -0.928